# 1
ORCA calculation (ωB97M-V with the def2-TZVPD basis set) on an isolated ion of composition C4H3N3O3 and charge -2 in a non-equilibrium geometry.

CARTESIAN COORDINATES (ANGSTROEM)
C  -1.8128  0.2641  0.2763
C  -1.3063  -0.9089  -0.3363
C  0.8416  -0.2881  0.4157
C  1.7845  0.2915  -0.3159
N  2.8934  0.9511  0.1154
N  -1.1870  1.1874  0.9873
N  -0.0803  -1.1965  -0.1138
O  -1.9133  1.9969  1.6953
O  0.2789  -2.4755  -0.1476
O  3.6517  1.3431  -0.8310
H  -2.9280  0.1725  0.1934
H  -1.9720  -1.7080  -0.5481
H  1.7498  0.3703  -1.3907

The value obtained for the LUMO energy is 6.84 eV. As for the charge: -2. For the HOMO energy, the calculation gives 1.09 eV. Its spin multiplicity is 1. The energy is -14799.50963 eV.


# 2
ORCA calculation (ωB97M-V with the def2-TZVPD basis set) on an isolated ion of composition C4H3N4 and charge +1 in a non-equilibrium geometry.

CARTESIAN COORDINATES (ANGSTROEM)
C  -1.4720  -1.1424  0.1113
C  1.1665  -0.7886  -0.1396
C  -0.1337  -1.0737  -0.0030
C  -0.2605  1.4065  0.1248
N  -2.1518  -0.0047  -0.0420
N  1.7433  0.3920  -0.0223
N  -1.3242  0.9582  -0.1493
N  1.0262  1.5130  0.0555
H  -2.0178  -2.0486  0.3481
H  1.8552  -1.5857  -0.4160
H  1.5687  2.3740  0.1325

The value obtained for the LUMO energy (spin up / spin down) is -7.47 / -7.46 eV. As for the charge: +1. For the HOMO energy (spin up / spin down), the calculation gives -14.51 / -14.51 eV. Its spin multiplicity is 1. The energy is -10141.69282 eV.


# 3
ORCA calculation (ωB97M-V with the def2-TZVPD basis set) on an isolated molecule of C4H3NO2 in a non-equilibrium geometry.

CARTESIAN COORDINATES (ANGSTROEM)
C  -2.9578  -0.3791  0.0144
C  -1.8337  -0.0240  -0.0365
C  -0.3873  0.4079  -0.0047
O  0.0234  1.5633  0.0327
N  0.3543  -0.7111  -0.0756
C  1.7351  -0.7577  0.0574
O  2.4969  0.1633  -0.0283
H  -3.8950  -0.9151  0.1564
H  -0.1862  -1.5903  -0.1218
H  2.1005  -1.8126  0.2756

The value obtained for the LUMO energy is 0.13 eV. As for the charge: 0. For the HOMO energy, the calculation gives -10.31 eV. Its spin multiplicity is 1. The SMILES is C#CC(=O)NC=O. The energy is -9779.39581 eV.


# 4
ORCA calculation (ωB97M-V with the def2-TZVPD basis set) on an isolated molecule of C4H3NO2 in a non-equilibrium geometry.

CARTESIAN COORDINATES (ANGSTROEM)
O  -2.4986  0.7746  -0.4870
C  -1.6459  0.0616  -0.8148
C  -0.3802  -0.3511  -0.1451
N  0.0534  -1.4628  -0.5054
O  1.8138  -1.0967  0.1320
C  1.6099  0.0231  0.7140
C  0.3558  0.5665  0.5961
H  -1.7209  -0.4579  -1.7527
H  2.4314  0.4498  1.2637
H  -0.0187  1.4929  0.9993

The value obtained for the LUMO energy (spin up / spin down) is -1.13 / -1.13 eV. As for the charge: 0. For the HOMO energy (spin up / spin down), the calculation gives -9.73 / -9.73 eV. Its spin multiplicity is 1. The energy is -9777.70316 eV.


# 5
ORCA calculation (ωB97M-V with the def2-TZVPD basis set) on an isolated molecule of C4H3NO2S.

CARTESIAN COORDINATES (ANGSTROEM)
O  -0.6048  -1.2990  -1.9097
C  -0.1640  -0.4126  -1.2335
O  0.4513  0.7009  -1.6906
C  0.8087  1.4809  -0.5904
C  0.4374  0.9021  0.5463
N  -0.1713  -0.3097  0.1747
C  -0.7284  -1.2772  0.9787
S  -0.7814  -1.2386  2.5935
H  1.3141  2.4036  -0.8161
H  0.5481  1.1539  1.5682
H  -1.1099  -2.1042  0.3787

The value obtained for the LUMO energy is -0.51 eV. As for the charge: 0. For the HOMO energy, the calculation gives -9.32 eV. Its spin multiplicity is 1. The SMILES is O=c1occn1C=S. The energy is -20616.44740 eV.


# 6
ORCA calculation (ωB97M-V with the def2-TZVPD basis set) on an isolated molecule of C4H3NO3 in a non-equilibrium geometry.

CARTESIAN COORDINATES (ANGSTROEM)
N  -2.3404  -1.8067  0.7565
C  -2.1104  -0.7462  0.0778
C  -1.2953  0.5252  -0.2307
O  -0.1131  0.1129  -0.7613
C  0.7618  0.0399  0.1954
O  0.5149  -0.2995  1.3975
C  2.1576  0.0975  -0.1961
O  2.4441  -0.2371  -1.3622
H  -1.8307  0.8808  -0.9409
H  -1.1807  1.3429  0.5553
H  2.9923  0.0902  0.5086

The value obtained for the LUMO energy is -1.17 eV. As for the charge: 0. For the HOMO energy, the calculation gives -10.92 eV. Its spin multiplicity is 1. The SMILES is N#CCOC(=O)C=O. The energy is -11825.11087 eV.


# 7
ORCA calculation (ωB97M-V with the def2-TZVPD basis set) on a 2-piece molecular cluster, C4H3NO3 overall in a non-equilibrium geometry.

CARTESIAN COORDINATES (ANGSTROEM)
C  -0.9329  1.0064  -1.2008
C  -0.6445  -1.9611  0.5574
C  1.5317  0.4852  0.2443
C  -1.0498  0.3939  -0.0480
N  -1.1133  -0.9739  0.0848
O  -0.7244  1.6257  -2.1561
O  -0.3961  -3.0224  0.9429
O  1.8348  -0.3980  -0.5060
H  1.5702  1.5519  -0.0323
H  1.2741  0.3037  1.3032
H  -1.3499  0.9885  0.8106

The value obtained for the LUMO energy is 0.11 eV. As for the charge: 0. For the HOMO energy, the calculation gives -9.19 eV. Its spin multiplicity is 1. The energy is -11826.50511 eV.


# 8
ORCA calculation (ωB97M-V with the def2-TZVPD basis set) on an isolated molecule of C4H3NO3 in a non-equilibrium geometry.

CARTESIAN COORDINATES (ANGSTROEM)
O  -2.2635  -0.6914  0.8169
C  -2.1975  0.1437  -0.0345
O  -1.0746  0.6418  -0.6052
C  0.1409  0.2958  -0.2492
C  1.0601  1.1616  0.2375
C  2.2314  0.2993  0.3847
N  1.9189  -0.9927  -0.0271
O  0.6055  -0.8768  -0.5845
H  -3.0852  0.6423  -0.6401
H  0.9211  2.0173  0.7807
H  3.1838  0.2988  1.0006

The value obtained for the LUMO energy is 0.72 eV. As for the charge: 0. For the HOMO energy, the calculation gives -9.85 eV. Its spin multiplicity is 1. The SMILES is O=COc1ccno1. The energy is -11826.27926 eV.


# 9
ORCA calculation (ωB97M-V with the def2-TZVPD basis set) on an isolated molecule of C4H3NO4S2 in a non-equilibrium geometry.

CARTESIAN COORDINATES (ANGSTROEM)
C  -0.2702  0.2051  0.1013
C  1.1355  0.5140  0.0684
C  -0.5637  -1.0319  -0.2529
C  1.8539  -0.5908  -0.2165
N  4.1179  -1.2111  0.7926
O  4.2041  -2.4114  0.9162
O  4.4236  -0.4166  1.6394
O  3.8097  0.7393  -1.2121
O  1.3029  -2.3249  -1.8047
S  0.9124  -2.0679  -0.4315
S  3.4734  -0.6304  -0.9032
H  -0.9145  1.0856  0.2850
H  1.3930  1.5287  -0.0562
H  -1.6056  -1.2350  -0.3398

The value obtained for the LUMO energy (spin up / spin down) is -0.14 / -3.86 eV. As for the charge: 0. As for the expectation value of S²: 2.014. For the HOMO energy (spin up / spin down), the calculation gives -7.58 / -10.09 eV. Its spin multiplicity is 3. The energy is -35537.48044 eV.


# 10
ORCA calculation (ωB97M-V with the def2-TZVPD basis set) on a 2-piece molecular cluster, C4H3NO5S overall in a non-equilibrium geometry.

CARTESIAN COORDINATES (ANGSTROEM)
C  0.4638  1.1315  0.6157
C  -2.9940  -0.5779  -0.6079
C  -0.3291  1.9998  1.0914
C  1.5429  1.1681  -0.3193
N  -3.5495  -0.9431  0.3521
O  -2.6876  -0.0654  -1.5979
O  -1.0552  2.7744  1.5723
O  -0.1791  -1.1220  -0.4689
O  -0.5242  -0.9246  1.9259
O  2.2627  0.1528  -0.4399
S  0.4908  -0.7237  0.9073
H  1.6903  2.1880  -0.9120
H  -3.5501  -1.7477  0.9037
H  0.1491  -0.7633  -1.3011

The value obtained for the LUMO energy is -0.80 eV. As for the charge: 0. For the HOMO energy, the calculation gives -9.56 eV. Its spin multiplicity is 1. The energy is -26756.24380 eV.


# 11
ORCA calculation (ωB97M-V with the def2-TZVPD basis set) on an isolated molecule of C4H3NO6S in a non-equilibrium geometry.

CARTESIAN COORDINATES (ANGSTROEM)
O  -0.3468  -3.0041  -0.9487
C  -0.1812  -1.9389  -0.4593
C  0.9630  -1.4852  0.3581
C  1.3406  -0.2183  0.5339
C  0.8671  0.9922  -0.1937
O  1.5582  1.5454  -1.0205
N  -0.3713  1.4949  0.1483
O  -0.8086  2.5351  -0.6501
S  -1.5159  0.2224  0.4352
O  -1.2130  -0.2655  1.7297
O  -2.7987  0.6749  0.0880
O  -1.1141  -0.9136  -0.6487
H  1.5126  -2.2910  0.8285
H  2.2174  -0.0095  1.1372
H  -0.1093  2.6610  -1.3380

The value obtained for the LUMO energy is -0.99 eV. As for the charge: 0. For the HOMO energy, the calculation gives -11.05 eV. Its spin multiplicity is 1. The SMILES is O=C1C=CC(=O)N(O)S(=O)(=O)O1. The energy is -28803.73116 eV.


# 12
ORCA calculation (ωB97M-V with the def2-TZVPD basis set) on C4H3NOS as an isolated structure in a non-equilibrium geometry.

CARTESIAN COORDINATES (ANGSTROEM)
C  0.4449  0.4802  -0.3325
C  -0.6338  -0.3741  0.1392
C  1.4364  0.0109  -1.1673
C  -0.4556  -1.2628  -0.7461
N  0.1562  -1.5399  -1.8259
O  2.2916  -0.8748  -1.1241
S  0.8002  -2.7445  -2.8026
H  0.7851  1.4079  0.2505
H  -1.1564  -0.4838  1.0952
H  1.5080  0.9522  -1.7208

The value obtained for the LUMO energy (spin up / spin down) is -1.18 / -1.81 eV. As for the charge: 0. For the HOMO energy (spin up / spin down), the calculation gives -8.82 / -8.38 eV. Its spin multiplicity is 1. The energy is -18561.91882 eV.


# 13
ORCA calculation (ωB97M-V with the def2-TZVPD basis set) on an isolated molecule of C4H3NOS2 in a non-equilibrium geometry.

CARTESIAN COORDINATES (ANGSTROEM)
C  2.1955  2.4312  0.0116
C  1.6604  1.3574  -0.0724
C  1.1689  -0.0212  -0.0500
S  2.3002  -1.2470  -0.0336
O  -0.1374  -0.0732  0.2447
C  -0.8835  -1.1442  0.0797
N  -2.0869  -1.0359  -0.1563
S  -2.7595  0.6555  -0.0178
H  2.3854  3.4711  -0.0469
H  -0.2111  -2.0503  0.1724
H  -3.9654  0.1406  0.0187

The value obtained for the LUMO energy is -1.17 eV. As for the charge: 0. For the HOMO energy, the calculation gives -9.45 eV. Its spin multiplicity is 1. The SMILES is C#CC(=S)O/C=N\S. The energy is -29400.47991 eV.


# 14
ORCA calculation (ωB97M-V with the def2-TZVPD basis set) on an isolated molecule of C4H3NOS2 in a non-equilibrium geometry.

CARTESIAN COORDINATES (ANGSTROEM)
S  1.3824  -0.7575  2.3138
C  0.8621  -0.4767  0.8090
C  1.6392  -0.7325  -0.4120
C  1.0944  -0.4447  -1.5897
O  -0.1402  0.1082  -1.7143
C  -0.7693  0.3439  -0.5403
S  -2.3257  1.1797  -0.7637
N  -0.3657  0.1188  0.6137
H  2.5660  -1.2233  -0.3153
H  1.5432  -0.5822  -2.5493
H  -2.2935  1.2140  -2.1195

The value obtained for the LUMO energy is -0.37 eV. As for the charge: 0. For the HOMO energy, the calculation gives -8.58 eV. Its spin multiplicity is 1. The SMILES is S=c1ccoc(S)n1. The energy is -29403.43498 eV.


# 15
ORCA calculation (ωB97M-V with the def2-TZVPD basis set) on an isolated molecule of C4H3NOS2 in a non-equilibrium geometry.

CARTESIAN COORDINATES (ANGSTROEM)
S  -0.9968  2.2653  0.0653
C  0.0526  0.9782  -0.1342
O  1.4591  1.0980  -0.2190
C  1.9490  -0.2388  -0.0563
C  0.8757  -1.0927  0.1907
C  -0.3309  -0.2544  0.0781
N  -1.4892  -0.8880  -0.2298
S  -2.9471  -0.1928  -0.0518
H  3.0604  -0.4533  -0.0926
H  0.8464  -2.2589  0.4293
H  -2.4793  1.0373  0.0202

The value obtained for the LUMO energy is -1.82 eV. As for the charge: 0. For the HOMO energy, the calculation gives -8.54 eV. Its spin multiplicity is 1. The SMILES is S=C1OC=C/C1=N/S. The energy is -29401.06282 eV.


# 16
ORCA calculation (ωB97M-V with the def2-TZVPD basis set) on an isolated molecule of C4H3NS in a non-equilibrium geometry.

CARTESIAN COORDINATES (ANGSTROEM)
N  3.9894  -0.4944  -0.3761
C  2.8283  -0.3344  0.0738
C  1.4133  -0.2308  0.1842
C  0.2237  -0.0007  -0.0268
C  -1.1192  0.5479  -0.1334
S  -2.5385  -0.5881  -0.1984
H  -1.2153  1.1072  -1.1118
H  -1.0845  1.3765  0.8074
H  -2.4972  -1.3832  0.7812

The value obtained for the LUMO energy is -0.04 eV. As for the charge: 0. For the HOMO energy, the calculation gives -9.97 eV. Its spin multiplicity is 1. The SMILES is N#CC#CCS. The energy is -16518.03460 eV.